Record 1
{
  "formula": "C5H12NO2",
  "method": "wB97M-V/def2-TZVPD",
  "species": ["C", "N", "C", "C", "O", "C", "C", "O", "H", "H", "H", "H", "H", "H", "H", "H", "H", "H", "H", "H"],
  "coordinates": [[-2.14, -0.73, 1.02], [-0.88, -0.23, 1.54], [0.11, 0.26, 0.51], [-0.54, 1.44, -0.37], [0.36, 2.28, -0.91], [0.72, -0.85, -0.35], [2.15, -0.58, -0.87], [2.30, 0.39, -1.87], [-2.49, -0.25, 0.13], [-2.02, -1.81, 0.77], [-2.87, -0.87, 1.81], [-1.08, 0.55, 2.06], [0.79, 0.86, 1.06], [-1.19, 0.99, -1.11], [-1.14, 1.97, 0.36], [0.89, -1.73, 0.33], [0.08, -1.05, -1.20], [2.80, -0.33, 0.00], [2.53, -1.55, -1.24], [1.63, 1.23, -1.66]],
  "lowdin_charge": [-0.156, -0.095, -0.322, -0.459, -0.332, -0.159, -0.347, -0.164, 0.049, 0.071, 0.061, 0.041, 0.119, 0.074, 0.076, 0.115, 0.106, 0.108, 0.094, 0.120],
  "spin_multiplicity": 1,
  "total_charge": -1,
  "orbital_gap_ev": 6.9,
  "e_above_lowest_kcal_mol": 73.1,
  "smiles": "CN[C@H](C[O-])CCO",
  "e_tot_ha": -402.91289
}


Record 2
{
  "formula": "C5H12NO2",
  "method": "wB97M-V/def2-TZVPD",
  "species": ["O", "C", "C", "C", "C", "C", "N", "H", "H", "H", "H", "H", "H", "H", "H", "H", "H", "H", "H", "O"],
  "coordinates": [[-1.21, -0.98, 1.01], [-0.93, -0.13, 1.83], [0.52, 0.27, 1.71], [0.66, 1.32, 0.76], [-0.05, 0.88, -0.57], [-1.10, 1.37, -1.28], [0.76, -0.10, -1.27], [-1.36, 0.01, 2.77], [0.98, -0.67, 1.41], [0.88, 0.87, 2.57], [0.13, 2.32, 1.08], [1.61, 1.74, 0.42], [-1.46, 1.16, -2.32], [-1.86, 2.03, -0.89], [0.39, -1.08, -1.08], [1.76, -0.11, -0.92], [0.69, 0.12, -2.29], [0.52, -3.40, -0.77], [-0.91, -2.91, -0.98], [-0.03, -2.72, -1.21]],
  "lowdin_charge": [0.054, -0.171, -0.183, -0.182, -0.317, 0.109, 0.184, 0.120, 0.133, 0.147, 0.175, 0.130, 0.103, 0.078, 0.109, 0.193, 0.188, 0.095, 0.049, -0.013],
  "spin_multiplicity": 1,
  "total_charge": 1,
  "orbital_gap_ev": 10.4,
  "e_above_lowest_kcal_mol": 63.3,
  "e_tot_ha": -402.62090
}


Record 3
{
  "formula": "C5H12NO2",
  "method": "wB97M-V/def2-TZVPD",
  "species": ["C", "N", "C", "C", "C", "O", "C", "O", "H", "H", "H", "H", "H", "H", "H", "H", "H", "H", "H", "H"],
  "coordinates": [[0.79, 0.87, -1.64], [0.06, 0.25, -0.57], [0.11, -1.30, -0.79], [-1.37, 0.76, -0.59], [0.59, 0.63, 0.89], [1.23, 1.58, 1.10], [0.42, -0.61, 2.22], [-0.79, -1.15, 2.18], [0.95, 2.00, -1.54], [1.86, 0.48, -1.79], [0.29, 0.94, -2.67], [-0.08, -1.35, -1.83], [1.07, -1.77, -0.45], [-0.77, -1.79, -0.40], [-1.84, 0.16, -1.32], [-1.83, 0.71, 0.39], [-1.20, 1.74, -0.86], [1.20, -1.32, 1.93], [0.85, -0.01, 2.99], [-1.52, -0.83, 2.73]],
  "lowdin_charge": [-0.070, -0.291, 0.047, 0.061, -0.215, 0.190, -0.116, -0.009, 0.129, 0.144, 0.141, 0.085, 0.131, 0.099, 0.102, 0.110, 0.088, 0.121, 0.115, 0.139],
  "spin_multiplicity": 1,
  "total_charge": 1,
  "orbital_gap_ev": 10.7,
  "e_above_lowest_kcal_mol": 73.2,
  "smiles": "C[N+](C)(C)C(=O)CO",
  "e_tot_ha": -402.60516
}


Record 4
{
  "formula": "C5H12NO2",
  "method": "wB97M-V/def2-TZVPD",
  "species": ["C", "N", "C", "C", "C", "O", "O", "C", "H", "H", "H", "H", "H", "H", "H", "H", "H", "H", "H", "H"],
  "coordinates": [[0.07, 2.17, -0.12], [-1.05, 1.25, 0.08], [-0.67, -0.11, 0.14], [0.03, -0.59, 1.46], [-2.04, -0.90, -0.16], [-2.70, -0.58, -1.08], [-0.02, -0.42, -1.11], [0.90, -1.51, -1.20], [0.50, 2.37, 0.88], [0.65, 1.65, -0.80], [-0.41, 3.10, -0.53], [-1.51, 1.52, 0.98], [-1.60, 1.20, -0.85], [-0.23, -1.63, 1.64], [1.05, -0.30, 1.38], [-0.39, -0.07, 2.33], [-2.25, -1.69, 0.50], [0.42, -2.40, -1.29], [1.58, -1.61, -0.33], [1.49, -1.54, -2.19]],
  "lowdin_charge": [0.038, 0.037, -0.483, 0.043, -0.126, 0.149, -0.119, -0.032, 0.127, 0.081, 0.139, 0.222, 0.213, 0.099, 0.084, 0.103, 0.126, 0.056, 0.099, 0.143],
  "spin_multiplicity": 1,
  "total_charge": 1,
  "orbital_gap_ev": 10.7,
  "e_above_lowest_kcal_mol": 66.7,
  "smiles": "C[NH2+][C@@](C)(C=O)OC",
  "e_tot_ha": -402.61547
}


Record 5
{
  "formula": "C5H12NO2",
  "method": "wB97M-V/def2-TZVPD",
  "species": ["O", "C", "O", "C", "C", "C", "C", "N", "H", "H", "H", "H", "H", "H", "H", "H", "H", "H", "H", "H"],
  "coordinates": [[1.63, -0.04, 0.17], [0.48, -0.27, 0.38], [-0.09, -0.43, 1.57], [-0.50, -0.49, -0.75], [-1.80, -1.00, -0.60], [-2.75, -0.02, 0.23], [-2.73, 1.33, -0.47], [4.86, 0.53, -0.40], [0.52, -0.11, 2.26], [-0.02, -0.56, -1.72], [-1.92, -1.94, -0.03], [-2.22, -1.07, -1.60], [-3.75, -0.42, 0.25], [-2.33, 0.05, 1.23], [-3.03, 1.26, -1.52], [-1.71, 1.77, -0.48], [-3.38, 2.10, -0.05], [3.90, 0.55, -0.14], [5.48, 0.27, 0.34], [5.19, 0.50, -1.32]],
  "lowdin_charge": [0.212, -0.469, 0.160, 0.258, -0.105, -0.159, -0.081, 0.041, 0.169, 0.171, 0.195, 0.137, 0.128, 0.103, 0.094, 0.094, 0.094, -0.044, 0.007, -0.005],
  "spin_multiplicity": 1,
  "total_charge": 1,
  "orbital_gap_ev": 3.2,
  "e_above_lowest_kcal_mol": 90.4,
  "e_tot_ha": -402.57775
}


Record 6
{
  "formula": "C5H12NO3",
  "method": "wB97M-V/def2-TZVPD",
  "species": ["C", "C", "C", "C", "C", "O", "O", "N", "H", "H", "H", "H", "H", "H", "H", "H", "H", "H", "H", "H", "O"],
  "coordinates": [[-2.06, 0.76, 0.93], [-0.80, 0.87, 0.03], [0.46, 1.04, 0.87], [1.47, -0.01, 0.50], [1.01, -1.45, 0.90], [-0.01, -1.53, 1.63], [1.65, -2.36, 0.33], [-1.03, 2.04, -0.85], [-2.91, 0.43, 0.32], [-1.87, 0.03, 1.71], [-2.27, 1.76, 1.32], [-0.82, -0.05, -0.55], [0.24, 0.93, 1.92], [0.87, 2.04, 0.68], [2.42, 0.06, 1.03], [1.65, -0.07, -0.58], [-0.41, 2.05, -1.64], [-1.99, 2.10, -1.17], [-0.35, -0.72, -3.22], [-0.81, 0.65, -2.87], [-0.20, 0.20, -3.47]],
  "lowdin_charge": [-0.080, -0.450, -0.197, -0.150, -0.748, -0.076, -0.096, 0.008, 0.067, 0.064, 0.068, 0.120, 0.102, 0.098, 0.098, 0.100, 0.047, 0.057, 0.044, -0.001, -0.073],
  "spin_multiplicity": 1,
  "total_charge": -1,
  "orbital_gap_ev": 7.5,
  "e_above_lowest_kcal_mol": 23.5,
  "e_tot_ha": -478.25113
}


Record 7
{
  "formula": "C5H12NO3",
  "method": "wB97M-V/def2-TZVPD",
  "species": ["O", "C", "N", "C", "C", "C", "O", "C", "H", "H", "H", "H", "H", "H", "H", "H", "H", "H", "H", "H", "O"],
  "coordinates": [[-0.92, 1.43, 2.82], [-1.00, 1.17, 1.62], [0.09, 0.83, 0.90], [0.38, 1.03, -0.51], [1.75, 0.32, -0.89], [1.38, -1.20, -1.28], [2.44, -1.72, -1.96], [-2.34, 1.26, 0.94], [0.91, 0.59, 1.43], [0.67, 2.08, -0.70], [-0.36, 0.67, -1.23], [2.12, 0.88, -1.75], [2.50, 0.23, -0.13], [1.23, -1.74, -0.33], [0.45, -1.13, -1.87], [-2.84, 2.24, 1.03], [-2.99, 0.63, 1.57], [-2.24, 0.96, -0.10], [0.17, -3.11, -0.32], [-0.77, -2.27, 0.53], [-0.64, -3.17, 0.24]],
  "lowdin_charge": [-0.007, -0.560, 0.060, -0.208, -0.163, -0.527, -0.387, -0.008, 0.135, 0.101, 0.094, 0.090, 0.081, 0.060, 0.075, 0.082, 0.087, 0.061, 0.023, 0.004, -0.094],
  "spin_multiplicity": 1,
  "total_charge": -1,
  "orbital_gap_ev": 6.1,
  "e_above_lowest_kcal_mol": 70.1,
  "e_tot_ha": -478.17689
}


Record 8
{
  "formula": "C5H12NO4",
  "method": "wB97M-V/def2-TZVPD",
  "species": ["O", "C", "O", "C", "C", "C", "C", "N", "H", "H", "H", "H", "H", "H", "H", "H", "H", "H", "O", "H", "H", "O"],
  "coordinates": [[-2.70, -1.37, 1.50], [-2.10, -1.45, 0.40], [-2.45, -1.12, -0.75], [-0.60, -1.95, 0.51], [0.25, -0.72, 0.88], [1.17, -0.12, -0.15], [1.31, -0.58, -1.39], [2.10, -0.03, -2.43], [-0.57, -2.67, 1.34], [-0.36, -2.48, -0.41], [-0.47, 0.06, 1.13], [0.77, -0.87, 1.83], [1.71, 0.75, 0.25], [0.82, -1.51, -1.66], [1.48, 0.30, -3.15], [2.65, 0.77, -2.14], [-0.03, 2.22, -0.63], [-1.35, 1.76, -1.24], [-0.66, 2.44, -1.32], [0.40, 2.51, 2.59], [-0.88, 1.65, 2.65], [-0.47, 2.40, 2.19]],
  "lowdin_charge": [-0.095, -0.764, -0.083, -0.138, -0.218, -0.135, -0.218, 0.010, 0.092, 0.077, 0.077, 0.100, 0.097, 0.099, 0.063, 0.059, -0.003, 0.040, -0.076, 0.034, 0.041, -0.057],
  "spin_multiplicity": 1,
  "total_charge": -1,
  "orbital_gap_ev": 7.3,
  "e_above_lowest_kcal_mol": 29.8,
  "e_tot_ha": -553.47202
}


Record 9
{
  "formula": "C5H12NOS",
  "method": "wB97M-V/def2-TZVPD",
  "species": ["C", "C", "O", "C", "N", "C", "C", "S", "H", "H", "H", "H", "H", "H", "H", "H", "H", "H", "H", "H"],
  "coordinates": [[0.15, -0.31, 1.56], [-0.36, -1.57, 1.29], [-1.01, -1.93, 0.12], [-0.27, 0.89, 0.71], [-0.44, 0.88, -0.73], [0.76, 0.76, -1.55], [0.38, 0.45, -3.00], [1.69, 0.97, -4.16], [1.09, -0.13, 2.07], [-0.58, -0.36, 4.10], [-0.25, -0.33, 4.77], [-0.17, -2.40, 1.95], [-1.55, -1.38, 0.92], [0.12, 1.86, 1.01], [-1.27, 0.77, 1.19], [-0.87, -0.02, -0.91], [1.47, 1.60, -1.61], [1.45, -0.05, -1.24], [-0.52, 0.93, -3.35], [0.15, -0.61, -3.13]],
  "lowdin_charge": [-0.110, -0.311, -0.037, -0.243, -0.072, -0.366, -0.803, 0.045, 0.100, 0.006, 0.029, 0.111, 0.146, 0.109, 0.108, 0.073, 0.063, 0.102, 0.018, 0.031],
  "spin_multiplicity": 1,
  "total_charge": -1,
  "orbital_gap_ev": 4.8,
  "e_above_lowest_kcal_mol": 152.3,
  "e_tot_ha": -725.71192
}


Record 10
{
  "formula": "C5H12NS",
  "method": "wB97M-V/def2-TZVPD",
  "species": ["C", "C", "C", "N", "C", "C", "S", "H", "H", "H", "H", "H", "H", "H", "H", "H", "H", "H", "H"],
  "coordinates": [[1.76, -0.22, -1.95], [1.88, 0.05, -0.47], [0.61, 0.63, 0.22], [0.04, -0.31, 1.23], [-1.33, -0.81, 0.93], [-2.40, 0.31, 0.87], [-4.03, -0.29, 0.38], [1.01, -1.00, -2.12], [1.39, 0.58, -2.60], [2.74, -0.45, -2.38], [2.16, -0.87, 0.05], [2.71, 0.73, -0.24], [0.91, 1.52, 0.77], [-0.12, 0.81, -0.57], [0.02, 0.25, 2.06], [-1.61, -1.42, 1.78], [-1.25, -1.36, 0.00], [-2.40, 0.75, 1.88], [-2.10, 1.09, 0.17]],
  "lowdin_charge": [-0.142, -0.271, -0.228, -0.099, -0.333, -0.836, 0.047, 0.074, 0.066, 0.060, 0.093, 0.087, 0.101, 0.095, 0.069, 0.084, 0.087, 0.035, 0.010],
  "spin_multiplicity": 1,
  "total_charge": -1,
  "orbital_gap_ev": 5.8,
  "e_above_lowest_kcal_mol": 14.6,
  "smiles": "CCCNCC[S-]",
  "e_tot_ha": -650.65252
}


Record 11
{
  "formula": "C5H12NS",
  "method": "wB97M-V/def2-TZVPD",
  "species": ["C", "N", "C", "C", "C", "C", "S", "H", "H", "H", "H", "H", "H", "H", "H", "H", "H", "H", "H"],
  "coordinates": [[0.32, 2.24, 0.88], [-0.13, 1.08, 0.12], [0.24, 1.20, -1.30], [0.29, -0.21, 0.68], [-0.78, -1.29, 0.40], [-0.35, -2.61, -0.30], [-0.31, -2.39, -2.12], [1.37, 2.54, 0.81], [0.11, 2.17, 1.95], [-0.39, 3.03, 0.57], [-0.61, 0.86, -1.90], [0.58, 2.22, -1.49], [1.03, 0.52, -1.60], [1.22, -0.55, 0.18], [0.63, -0.13, 1.72], [-1.25, -1.55, 1.36], [-1.53, -0.80, -0.22], [0.59, -2.94, 0.16], [-1.04, -3.37, 0.09]],
  "lowdin_charge": [-0.152, -0.273, -0.116, -0.237, -0.304, -0.795, 0.086, 0.072, 0.067, 0.074, 0.062, 0.065, 0.055, 0.099, 0.098, 0.079, 0.067, 0.030, 0.023],
  "spin_multiplicity": 1,
  "total_charge": -1,
  "orbital_gap_ev": 6.0,
  "e_above_lowest_kcal_mol": 25.3,
  "smiles": "CN(C)CCC[S-]",
  "e_tot_ha": -650.63549
}


Record 12
{
  "formula": "C5H12NS",
  "method": "wB97M-V/def2-TZVPD",
  "species": ["C", "C", "C", "S", "N", "C", "C", "H", "H", "H", "H", "H", "H", "H", "H", "H", "H", "H", "H"],
  "coordinates": [[0.18, 2.40, -0.02], [-0.39, 1.31, -0.49], [-0.76, 0.26, 0.45], [-2.52, -0.33, 0.09], [0.15, -1.04, 0.40], [-0.06, -1.81, -0.90], [1.51, -0.51, 0.66], [0.41, 3.21, -0.71], [0.47, 2.52, 1.05], [-0.58, 0.93, -1.51], [-0.52, 0.66, 1.40], [-3.00, 1.00, 0.18], [-0.08, -1.60, 1.17], [0.25, -1.16, -1.79], [0.51, -2.76, -0.76], [-1.17, -2.11, -1.08], [2.24, -1.38, 0.70], [1.84, 0.12, -0.32], [1.51, 0.26, 1.46]],
  "lowdin_charge": [0.069, -0.264, -0.585, 0.778, -0.186, -0.019, -0.018, 0.086, 0.105, 0.122, 0.090, -0.043, 0.143, 0.130, 0.110, 0.087, 0.130, 0.156, 0.110],
  "spin_multiplicity": 1,
  "total_charge": 1,
  "orbital_gap_ev": 10.3,
  "e_above_lowest_kcal_mol": 58.7,
  "smiles": "C=C[C@@H](S)[NH+](C)C",
  "e_tot_ha": -650.32112
}